23
Properties=species:S:1:pos:R:3 method="wB97M-V/def2-TZVPD" lumo_ev="-3.97 / -4.57" e_tot_ev=-48983.289 multiplicity=6 total_charge=+1
O 0.911 -2.078 1.138
C 1.723 -1.335 1.991
C 1.872 0.105 1.512
O 0.560 0.581 1.163
C 0.503 1.967 0.856
Fe -0.422 -0.978 0.450
H 2.742 -1.759 2.065
H 1.312 -1.314 3.020
H 2.505 0.165 0.611
H 2.292 0.754 2.294
H -0.434 2.365 1.261
H 1.351 2.485 1.322
H 0.537 2.117 -0.233
C -2.075 1.007 -1.157
O -1.355 -0.230 -1.090
C -1.360 -0.978 -2.293
C -1.008 -2.399 -1.933
O 0.032 -2.878 -1.679
H -2.365 1.319 -0.145
H -1.405 1.752 -1.595
H -2.955 0.882 -1.800
H -0.606 -0.586 -2.997
H -2.358 -0.963 -2.760

10
Properties=species:S:1:pos:R:3 method="wB97M-V/def2-TZVPD" lumo_ev=0.59 e_tot_ev=-9209.954 multiplicity=1
H 2.320 0.848 0.457
N 2.132 -0.070 0.074
C 0.793 0.137 -0.150
N -0.185 1.151 -0.096
O -1.535 0.605 -0.103
C -1.176 -0.810 0.205
O 0.224 -1.097 -0.184
H -0.161 2.003 0.587
H -1.117 -0.880 1.356
H -1.883 -1.564 -0.287

21
Properties=species:S:1:pos:R:3 method="wB97M-V/def2-TZVPD" lumo_ev=0.37 e_tot_ev=-9965.250 multiplicity=1
C 0.210 3.000 -0.886
C -1.121 1.504 -1.219
C -2.292 1.930 -1.675
O -0.309 2.178 0.078
H -0.797 0.484 -1.080
H -0.352 3.931 -1.043
H 1.303 3.117 -0.841
H -0.006 2.406 -1.906
H -3.045 1.183 -1.878
H -2.502 2.963 -1.892
C 1.497 -3.309 1.341
N 0.912 -0.489 0.534
C -0.049 -1.364 1.025
C 0.152 -2.641 1.363
H 0.712 0.495 0.667
H 1.870 -0.741 0.726
H -1.050 -0.950 1.030
H -0.705 -3.233 1.651
H 1.877 -3.421 0.320
H 2.246 -2.739 1.903
H 1.448 -4.304 1.783

147
Properties=species:S:1:pos:R:3 method="wB97M-V/def2-TZVPD" lumo_ev=-0.79 e_tot_ev=-171897.238 multiplicity=1 smiles="CC(=O)OCCCCCCc1c(CCF)c(CCO[Si](C)(C)C)c2c(c1CCCC(F)(F)C(F)(F)F)C(=O)C(CC(=O)Br)=CC2=O.CC(C)=O.CC(C)=O.CC(C)=O.CC(C)=O.CC(C)=O.CC(C)=O"
C -5.786 -2.508 3.379
C -6.370 -2.369 2.002
O -5.966 -2.958 1.038
O -7.429 -1.531 1.978
C -7.730 -0.914 0.710
C -6.784 0.247 0.417
C -5.492 -0.138 -0.340
C -4.204 0.097 0.460
C -2.962 0.389 -0.403
C -2.056 -0.852 -0.581
C -0.727 -0.482 -1.193
C 0.363 -0.197 -0.356
C 0.259 -0.480 1.133
C -0.528 0.543 1.954
F -0.532 1.799 1.341
C 1.577 0.287 -0.880
C 2.753 0.636 0.015
C 2.503 1.705 1.074
O 3.758 2.140 1.597
Si 4.178 1.607 3.123
C 3.568 -0.144 3.456
C 3.511 2.722 4.470
C 6.048 1.618 3.227
C 1.671 0.423 -2.271
C 0.591 0.103 -3.118
C -0.611 -0.382 -2.592
C -1.771 -0.826 -3.461
C -1.884 -2.364 -3.513
C -1.086 -3.022 -4.644
C -0.551 -4.380 -4.245
F -0.084 -5.025 -5.354
F -1.536 -5.165 -3.721
C 0.627 -4.356 -3.214
F 1.509 -5.332 -3.456
F 0.164 -4.518 -1.965
F 1.282 -3.187 -3.256
C 0.789 0.315 -4.587
O 0.267 -0.349 -5.452
C 1.696 1.445 -4.971
C 1.396 2.194 -6.244
C 1.963 1.531 -7.479
O 1.407 0.768 -8.179
Br 3.805 2.068 -7.845
C 2.716 1.728 -4.164
C 2.919 0.888 -2.953
O 4.033 0.579 -2.598
H -5.706 -1.545 3.879
H -4.825 -3.011 3.302
H -6.446 -3.137 3.982
H -8.759 -0.567 0.799
H -7.709 -1.662 -0.084
H -7.354 0.984 -0.154
H -6.553 0.723 1.375
H -5.446 0.447 -1.262
H -5.579 -1.184 -0.640
H -4.009 -0.761 1.113
H -4.372 0.960 1.113
H -3.307 0.721 -1.387
H -2.380 1.212 0.011
H -1.936 -1.308 0.400
H -2.600 -1.572 -1.192
H -0.201 -1.462 1.279
H 1.270 -0.581 1.525
H -0.072 0.666 2.940
H -1.572 0.249 2.079
H 3.559 1.044 -0.589
H 3.147 -0.290 0.446
H 2.017 2.561 0.599
H 1.871 1.373 1.899
H 4.374 -0.728 3.907
H 2.708 -0.110 4.129
H 3.248 -0.696 2.569
H 2.488 3.037 4.253
H 3.519 2.169 5.412
H 4.141 3.609 4.539
H 6.319 0.969 4.067
H 6.448 2.613 3.421
H 6.511 1.185 2.338
H -2.688 -0.435 -3.018
H -1.701 -0.408 -4.461
H -1.511 -2.753 -2.560
H -2.931 -2.670 -3.562
H -0.238 -2.416 -4.949
H -1.727 -3.219 -5.507
H 1.765 3.211 -6.128
H 0.314 2.238 -6.379
H 3.433 2.514 -4.376
C 6.421 6.912 1.724
C 5.908 5.505 1.923
C 6.217 4.510 0.832
O 5.276 5.198 2.907
H 6.134 7.530 2.572
H 7.509 6.903 1.634
H 6.006 7.335 0.809
H 7.297 4.411 0.712
H 5.798 4.857 -0.115
H 5.784 3.543 1.078
C -1.684 4.817 -6.363
C -1.639 4.408 -4.911
C -2.913 4.575 -4.119
O -0.634 3.966 -4.404
H -0.712 4.653 -6.824
H -2.439 4.235 -6.894
H -1.947 5.873 -6.446
H -3.712 3.984 -4.570
H -3.220 5.622 -4.121
H -2.751 4.246 -3.095
C -1.106 -0.281 6.452
C -0.275 0.809 5.826
C -0.795 2.220 5.952
O 0.763 0.570 5.251
H -0.627 -1.244 6.290
H -1.209 -0.109 7.525
H -2.104 -0.294 6.009
H -0.893 2.488 7.005
H -1.780 2.299 5.488
H -0.108 2.909 5.466
C 0.187 -2.245 10.122
C -0.859 -1.294 10.651
C -0.634 -0.741 12.036
O -1.830 -0.991 9.996
H -0.087 -2.573 9.122
H 1.160 -1.751 10.087
H 0.269 -3.113 10.777
H 0.309 -0.193 12.071
H -0.581 -1.555 12.760
H -1.451 -0.074 12.301
C -5.015 -4.848 -7.788
C -4.652 -4.504 -6.364
C -4.016 -5.594 -5.539
O -4.853 -3.402 -5.907
H -5.459 -3.982 -8.273
H -4.123 -5.154 -8.337
H -5.726 -5.676 -7.803
H -3.081 -5.917 -6.002
H -4.681 -6.456 -5.468
H -3.810 -5.217 -4.542
C 4.725 -3.039 -0.750
C 6.074 -2.388 -0.541
C 6.642 -1.646 -1.724
O 6.651 -2.450 0.519
H 4.411 -3.534 0.166
H 3.988 -2.282 -1.030
H 4.782 -3.771 -1.557
H 5.949 -0.853 -2.005
H 6.771 -2.323 -2.571
H 7.602 -1.210 -1.460

23
Properties=species:S:1:pos:R:3 method="wB97M-V/def2-TZVPD" lumo_ev=0.98 e_tot_ev=-9559.226 multiplicity=1 smiles=Cc1ccccc1.CC
C -2.083 -1.274 -0.781
C -0.644 -1.437 -0.461
C -0.242 -2.010 0.745
C 1.129 -2.325 0.899
C 2.035 -1.765 0.028
C 1.671 -1.043 -1.122
C 0.318 -1.014 -1.383
H -2.705 -2.165 -0.793
H -2.326 -0.653 -1.645
H -2.606 -0.671 -0.010
H -1.027 -2.284 1.435
H 1.544 -2.888 1.721
H 3.076 -2.012 0.214
H 2.362 -0.365 -1.599
H 0.171 -0.556 -2.361
C 0.625 2.568 0.770
C -0.782 3.063 0.441
H 0.696 1.481 0.748
H 1.377 3.021 0.126
H 0.930 2.920 1.762
H -1.327 2.428 -0.266
H -1.481 2.849 1.264
H -0.709 4.131 0.267

109
Properties=species:S:1:pos:R:3 method="wB97M-V/def2-TZVPD" lumo_ev=-2.48 e_tot_ev=-232889.125 multiplicity=1 total_charge=+1
C 2.414 -2.155 2.525
C 1.803 -1.195 1.524
O 1.179 -0.065 2.137
C 0.408 0.627 1.159
C 0.315 2.143 1.334
C 1.500 2.970 0.758
C 1.166 4.483 0.906
C 2.263 5.578 1.035
C 2.998 6.132 -0.197
C 4.242 5.335 -0.580
N 5.009 6.030 -1.656
C 5.590 5.116 -2.606
C 6.606 4.124 -2.093
O 5.278 5.146 -3.758
C 2.801 2.621 1.529
C 2.810 3.130 2.994
C 3.281 2.184 4.117
F 3.784 1.021 3.630
Br 4.782 3.031 5.068
C 2.148 1.894 5.182
F 0.930 2.067 4.627
F 2.215 2.746 6.213
Br 2.217 0.103 5.924
O 1.743 2.561 -0.620
C 0.696 2.755 -1.526
I 1.342 4.087 -3.136
C 0.260 1.493 -2.293
O -0.840 0.794 -1.709
C -2.066 1.481 -1.598
C -3.207 0.501 -1.825
C -3.082 -0.838 -1.092
C -3.743 -0.978 0.306
C -4.006 0.317 1.071
S -4.555 -0.022 2.728
O -3.947 -1.235 3.214
O -4.443 1.185 3.496
O -6.093 -0.334 2.421
O -2.151 2.502 -2.586
N -2.877 3.649 -2.033
O -3.813 3.884 -2.663
P 1.574 0.187 -2.492
N 1.013 -1.193 -2.991
H 2.892 -2.956 1.948
H 3.192 -1.692 3.130
H 1.650 -2.616 3.153
H 1.057 -1.738 0.925
H 2.592 -0.834 0.845
H -0.610 0.208 1.176
H 0.824 0.399 0.181
H 0.183 2.381 2.389
H -0.620 2.440 0.837
H 0.485 4.775 0.097
H 0.570 4.562 1.822
H 3.033 5.298 1.753
H 1.739 6.433 1.479
H 2.308 6.274 -1.029
H 3.355 7.135 0.070
H 4.014 4.312 -0.884
H 4.867 5.253 0.323
H 5.800 6.490 -1.213
H 7.333 4.595 -1.428
H 6.084 3.354 -1.512
H 7.097 3.636 -2.934
H 3.608 3.150 1.012
H 3.015 1.560 1.413
H 1.845 3.544 3.282
H 3.495 3.972 3.027
H -0.153 3.275 -1.086
H 0.036 1.761 -3.326
H -2.169 1.984 -0.618
H -3.218 0.313 -2.903
H -4.152 1.001 -1.585
H -2.035 -1.149 -1.034
H -3.584 -1.576 -1.730
H -4.675 -1.541 0.196
H -3.082 -1.598 0.919
H -3.096 0.899 1.238
H -4.796 0.904 0.600
H -6.431 -0.862 3.166
H 2.279 0.065 -1.291
H 2.489 0.767 -3.387
H 0.009 -1.199 -3.116
C -2.325 -4.626 1.719
C -1.937 -5.869 0.919
C -1.543 -5.563 -0.527
N -2.644 -5.701 -1.554
C -3.869 -4.955 -1.148
C -2.137 -5.165 -2.883
C -1.477 -6.355 -3.549
C -2.430 -7.502 -3.208
C -2.957 -7.172 -1.807
H -3.254 -4.173 1.374
H -2.452 -4.861 2.774
H -1.540 -3.873 1.640
H -2.721 -6.628 0.974
H -1.059 -6.312 1.389
H -0.760 -6.244 -0.857
H -1.163 -4.545 -0.613
H -3.602 -3.917 -0.964
H -4.288 -5.407 -0.254
H -4.591 -5.019 -1.958
H -3.003 -4.828 -3.451
H -1.475 -4.323 -2.698
H -0.483 -6.528 -3.136
H -1.367 -6.207 -4.621
H -1.939 -8.472 -3.236
H -3.255 -7.535 -3.918
H -2.473 -7.756 -1.029
H -4.032 -7.307 -1.728

13
Properties=species:S:1:pos:R:3 method="wB97M-V/def2-TZVPD" lumo_ev=0.86 e_tot_ev=-10281.447 multiplicity=1 smiles="ONC1=NCCO1"
O 2.917 0.263 0.058
N 1.930 -0.713 -0.219
C 0.644 -0.279 -0.106
N 0.303 0.959 -0.083
C -1.166 0.918 -0.080
C -1.563 -0.576 0.036
O -0.279 -1.266 -0.086
H 2.355 1.088 0.048
H 2.160 -1.528 0.330
H -1.531 1.492 0.804
H -1.494 1.411 -0.998
H -2.270 -0.913 -0.717
H -2.005 -0.855 1.016

15
Properties=species:S:1:pos:R:3 method="wB97M-V/def2-TZVPD" lumo_ev="0.15 / -3.80" e_tot_ev=-26874.734 multiplicity=3
C -1.546 -1.815 -0.145
C 0.472 0.221 0.281
C -0.650 0.303 -0.690
N -3.421 -3.865 1.870
N -2.934 -3.725 0.767
O -2.645 -2.347 0.568
O -0.683 -2.624 -0.422
O -2.830 -4.428 -0.183
O -1.764 -0.559 -0.299
Cl -4.001 -5.517 2.055
H 1.153 -0.600 0.030
H 1.197 0.988 0.182
H 0.201 0.304 1.455
H -0.490 0.008 -1.716
H -1.205 1.248 -0.852

69
Properties=species:S:1:pos:R:3 method="wB97M-V/def2-TZVPD" lumo_ev="-4.36 / -4.49" e_tot_ev=-63508.825 multiplicity=2 total_charge=+1
Tc 0.126 0.239 -0.718
O -0.948 -0.827 0.585
C -2.223 -0.912 0.707
C -2.760 -1.882 1.594
C -4.110 -2.009 1.798
C -5.010 -1.156 1.149
C -4.530 -0.195 0.296
C -3.157 -0.074 0.011
C -2.781 0.867 -0.983
N -1.618 0.965 -1.535
C -1.417 1.913 -2.610
C -0.167 1.463 -3.384
N 0.825 1.293 -2.344
C 1.870 2.053 -2.367
C 2.547 2.473 -1.191
C 3.804 3.087 -1.272
C 4.380 3.673 -0.173
C 3.675 3.711 1.036
C 2.417 3.170 1.136
C 1.810 2.494 0.049
O 0.647 1.967 0.182
H -2.060 -2.518 2.115
H -4.481 -2.751 2.488
H -6.067 -1.254 1.325
H -5.211 0.486 -0.194
H -3.581 1.509 -1.349
H -1.200 2.894 -2.167
H -2.293 2.003 -3.260
H 0.128 2.227 -4.111
H -0.344 0.520 -3.907
H 2.179 2.509 -3.310
H 4.317 3.062 -2.223
H 5.365 4.106 -0.244
H 4.137 4.159 1.903
H 1.861 3.197 2.061
C -1.711 -1.829 -2.857
C -0.362 -2.396 -2.560
C -0.018 -3.594 -3.215
C 1.154 -4.228 -2.922
C 2.000 -3.675 -1.943
C 3.189 -4.324 -1.551
C 3.986 -3.789 -0.571
C 3.628 -2.581 0.015
C 2.482 -1.904 -0.369
S 2.154 -0.374 0.341
C 1.609 -2.440 -1.348
N 0.447 -1.800 -1.688
H -2.173 -2.349 -3.691
H -1.671 -0.771 -3.088
H -2.349 -1.949 -1.983
H -0.703 -4.012 -3.936
H 1.434 -5.145 -3.417
H 3.444 -5.259 -2.029
H 4.893 -4.286 -0.262
H 4.239 -2.130 0.780
C -0.519 2.751 4.393
P -1.026 1.314 3.374
C 0.421 0.190 3.411
C -2.314 0.479 4.375
O -1.484 1.659 2.016
H -0.240 2.444 5.396
H -1.349 3.451 4.444
H 0.325 3.244 3.920
H 0.675 -0.101 4.425
H 1.269 0.689 2.947
H 0.185 -0.690 2.817
H -2.005 0.383 5.411
H -2.511 -0.504 3.954
H -3.228 1.065 4.320

36
Properties=species:S:1:pos:R:3 method="wB97M-V/def2-TZVPD" lumo_ev=0.01 e_tot_ev=-20368.042 multiplicity=1 smiles=COCCNCCOC.O.O.O.O
C 0.739 1.333 2.530
O 1.264 1.937 1.325
C 0.374 2.144 0.188
C 0.111 0.757 -0.501
N 1.369 0.167 -1.113
C 1.406 -1.291 -1.032
C 2.151 -1.698 0.274
O 3.480 -1.190 0.499
C 4.472 -1.647 -0.412
H 0.064 0.488 2.397
H 0.134 2.040 3.098
H 1.601 1.111 3.160
H 0.691 2.950 -0.474
H -0.540 2.523 0.645
H -0.698 0.808 -1.230
H -0.145 0.018 0.259
H 2.121 0.356 -0.466
H 2.008 -1.778 -1.800
H 0.416 -1.733 -1.147
H 2.229 -2.784 0.330
H 1.520 -1.378 1.103
H 5.278 -2.230 0.032
H 4.930 -0.761 -0.852
H 4.103 -2.311 -1.193
O -3.135 1.864 1.978
H -4.036 1.695 2.253
H -2.596 1.422 2.634
O -2.673 -2.315 -0.559
H -3.083 -2.781 0.170
H -2.700 -2.936 -1.287
O -3.137 0.639 -0.842
H -3.121 -0.316 -0.772
H -2.919 0.948 0.037
O -3.820 1.598 -3.338
H -4.489 0.915 -3.384
H -3.367 1.435 -2.511

> Look up the multiplicity of the ninth one.

2

> What is the multiplicity in the tenth record?

1

Repeat the eighth record exactly.
15
Properties=species:S:1:pos:R:3 method="wB97M-V/def2-TZVPD" lumo_ev="0.15 / -3.80" e_tot_ev=-26874.734 multiplicity=3
C -1.546 -1.815 -0.145
C 0.472 0.221 0.281
C -0.650 0.303 -0.690
N -3.421 -3.865 1.870
N -2.934 -3.725 0.767
O -2.645 -2.347 0.568
O -0.683 -2.624 -0.422
O -2.830 -4.428 -0.183
O -1.764 -0.559 -0.299
Cl -4.001 -5.517 2.055
H 1.153 -0.600 0.030
H 1.197 0.988 0.182
H 0.201 0.304 1.455
H -0.490 0.008 -1.716
H -1.205 1.248 -0.852

> What is the multiplicity in the third record?

1